Arrangement A

98
Properties=species:S:1:pos:R:3:lowdin_charge:R:1 method="wB97M-V/def2-TZVPD" homo_lumo_gap_ev=9.55 smiles=COC[C@H](C)N.COC[C@H](C)N.COC[C@H](C)N.COC[C@H](C)N.OCCO.OCCO.OCCO homo_ev=-9.30
C 4.66 2.69 -9.79 -0.089
O 4.54 1.96 -8.54 -0.194
C 3.47 2.48 -7.74 -0.212
C 3.63 1.95 -6.32 -0.447
C 3.32 0.48 -6.27 -0.087
N 2.79 2.67 -5.36 0.042
H 4.87 3.73 -9.55 0.079
H 3.79 2.61 -10.45 0.082
H 5.49 2.44 -10.45 0.079
H 3.58 3.56 -7.75 0.119
H 2.52 2.16 -8.16 0.127
H 4.70 2.01 -6.11 0.141
H 4.02 -0.07 -6.91 0.076
H 2.33 0.11 -6.53 0.080
H 3.50 0.04 -5.29 0.072
H 2.98 2.11 -4.53 0.063
H 1.83 2.59 -5.64 0.070
C -0.05 -6.71 -0.24 -0.125
O -0.05 -6.99 1.14 -0.205
C -0.67 -5.95 1.95 -0.169
C -0.60 -6.36 3.45 -0.434
C -1.04 -5.22 4.42 -0.062
N 0.72 -6.69 3.93 0.031
H -1.07 -6.57 -0.61 0.078
H 0.37 -7.49 -0.87 0.087
H 0.43 -5.75 -0.43 0.082
H -0.19 -4.98 1.81 0.119
H -1.69 -5.82 1.59 0.119
H -1.28 -7.20 3.58 0.133
H -1.04 -5.55 5.46 0.076
H -2.01 -4.85 4.09 0.071
H -0.31 -4.42 4.28 0.070
H 1.05 -7.32 3.21 0.059
H 1.32 -5.91 3.74 0.069
C 3.15 1.31 1.03 -0.108
O 1.81 1.47 0.59 -0.184
C 0.89 0.54 1.06 -0.233
C -0.41 1.21 1.46 -0.455
C -0.25 2.02 2.71 -0.074
N -1.41 0.20 1.78 0.036
H 3.70 0.51 0.54 0.084
H 3.27 1.28 2.11 0.088
H 3.72 2.19 0.72 0.082
H 0.75 -0.10 0.19 0.125
H 1.25 -0.09 1.87 0.128
H -0.72 1.88 0.66 0.136
H -1.10 2.67 2.90 0.074
H 0.51 2.79 2.55 0.079
H -0.10 1.36 3.57 0.089
H -2.21 0.65 2.21 0.065
H -1.77 -0.31 0.98 0.069
C -6.50 2.76 3.77 -0.138
O -6.16 1.68 4.54 -0.189
C -6.59 1.63 5.85 -0.218
C -6.41 0.23 6.52 -0.393
C -4.96 -0.20 6.88 -0.053
N -7.08 -0.79 5.66 0.030
H -5.80 2.84 2.94 0.094
H -6.36 3.70 4.30 0.084
H -7.55 2.81 3.49 0.091
H -6.07 2.37 6.47 0.119
H -7.60 2.04 5.89 0.119
H -6.99 0.25 7.44 0.126
H -4.32 -0.10 6.00 0.075
H -5.02 -1.25 7.18 0.072
H -4.65 0.41 7.73 0.072
H -6.84 -0.41 4.75 0.049
H -8.05 -0.51 5.59 0.060
O 5.61 -4.81 -0.54 -0.072
C 5.21 -5.27 0.76 -0.232
C 6.28 -5.09 1.92 -0.222
O 5.80 -5.52 3.21 -0.072
H 6.37 -5.33 -0.83 0.076
H 4.42 -4.60 1.09 0.109
H 4.75 -6.26 0.69 0.111
H 6.57 -4.04 2.02 0.118
H 7.14 -5.68 1.61 0.105
H 5.86 -6.47 3.23 0.079
O 0.49 8.68 -1.35 -0.086
C 0.82 7.53 -0.56 -0.222
C 2.35 7.37 -0.61 -0.241
O 2.86 7.22 -1.95 -0.060
H 0.60 9.52 -0.91 0.081
H 0.45 7.79 0.44 0.110
H 0.33 6.60 -0.85 0.115
H 2.53 6.49 0.00 0.105
H 2.87 8.21 -0.15 0.116
H 2.56 6.36 -2.26 0.081
O -3.72 -0.39 -2.98 -0.051
C -3.16 0.25 -4.10 -0.249
C -3.49 1.77 -4.19 -0.237
O -2.81 2.41 -5.28 -0.078
H -4.36 -1.03 -3.29 0.086
H -2.10 0.04 -4.25 0.113
H -3.53 -0.07 -5.08 0.113
H -3.39 2.33 -3.26 0.115
H -4.54 1.84 -4.48 0.108
H -2.84 3.36 -5.10 0.080

---

Arrangement B

98
Properties=species:S:1:pos:R:3:lowdin_charge:R:1 method="wB97M-V/def2-TZVPD" homo_lumo_gap_ev=9.65 smiles=COC[C@H](C)N.COC[C@H](C)N.COC[C@H](C)N.COC[C@H](C)N.OCCO.OCCO.OCCO homo_ev=-9.26
C -1.79 3.82 -1.36 -0.105
O -2.73 3.96 -2.41 -0.193
C -2.15 3.77 -3.68 -0.200
C -2.95 4.53 -4.77 -0.433
C -2.13 4.74 -6.02 -0.071
N -3.40 5.82 -4.23 0.032
H -1.47 4.83 -1.07 0.090
H -0.91 3.19 -1.55 0.073
H -2.30 3.46 -0.46 0.087
H -1.14 4.20 -3.73 0.112
H -2.08 2.69 -3.86 0.116
H -3.86 3.97 -4.99 0.135
H -2.05 3.77 -6.52 0.077
H -1.12 5.10 -5.83 0.073
H -2.67 5.37 -6.72 0.077
H -2.62 6.31 -3.79 0.077
H -3.99 5.68 -3.42 0.068
C 0.03 -1.98 4.36 -0.104
O 0.48 -1.90 5.70 -0.173
C 1.69 -2.60 5.90 -0.217
C 1.74 -4.13 5.69 -0.419
C 0.44 -4.89 5.91 -0.056
N 2.73 -4.75 6.62 0.018
H -0.75 -1.23 4.27 0.095
H -0.40 -2.95 4.10 0.063
H 0.84 -1.79 3.66 0.083
H 2.49 -2.08 5.36 0.122
H 1.95 -2.44 6.95 0.119
H 2.16 -4.30 4.70 0.131
H 0.59 -5.88 5.48 0.078
H -0.37 -4.45 5.33 0.041
H 0.14 -4.88 6.96 0.086
H 2.34 -4.63 7.55 0.065
H 3.55 -4.14 6.60 0.066
C 1.96 1.56 -2.49 -0.107
O 1.63 2.92 -2.57 -0.213
C 2.75 3.79 -2.69 -0.196
C 2.20 5.21 -2.46 -0.408
C 3.29 6.25 -2.58 -0.067
N 1.57 5.23 -1.12 0.056
H 1.06 1.02 -2.20 0.069
H 2.78 1.28 -1.82 0.078
H 2.23 1.18 -3.49 0.093
H 3.46 3.60 -1.88 0.119
H 3.17 3.64 -3.70 0.133
H 1.40 5.42 -3.17 0.131
H 4.29 5.82 -2.53 0.072
H 3.23 7.10 -1.90 0.075
H 3.23 6.78 -3.54 0.074
H 0.77 4.61 -1.22 0.030
H 2.16 4.75 -0.44 0.050
C -2.62 -6.17 3.97 -0.114
O -2.48 -6.39 2.59 -0.187
C -1.68 -5.44 1.92 -0.215
C -1.81 -5.70 0.43 -0.455
C -1.24 -7.02 -0.04 -0.063
N -1.30 -4.58 -0.38 0.039
H -3.51 -6.72 4.29 0.089
H -2.76 -5.11 4.21 0.085
H -1.77 -6.54 4.55 0.077
H -2.05 -4.44 2.15 0.122
H -0.64 -5.50 2.27 0.133
H -2.90 -5.82 0.31 0.137
H -1.46 -7.19 -1.09 0.073
H -1.58 -7.81 0.64 0.076
H -0.15 -7.08 0.07 0.079
H -1.74 -4.72 -1.29 0.070
H -1.76 -3.71 -0.12 0.050
O -3.54 -1.60 -3.77 -0.051
C -2.71 -0.46 -3.78 -0.260
C -1.27 -0.85 -4.09 -0.186
O -0.45 -0.96 -2.89 -0.098
H -4.44 -1.33 -3.60 0.091
H -2.97 0.20 -4.62 0.114
H -2.74 0.13 -2.85 0.118
H -0.77 -0.10 -4.70 0.115
H -1.29 -1.82 -4.58 0.126
H -0.26 -1.90 -2.79 0.094
O 4.95 0.68 1.46 -0.042
C 3.67 1.26 1.42 -0.263
C 3.68 2.74 1.70 -0.221
O 2.34 3.21 1.73 -0.081
H 5.35 0.71 0.58 0.090
H 3.07 0.94 0.56 0.107
H 3.10 0.79 2.24 0.125
H 4.13 3.27 0.83 0.113
H 4.28 3.03 2.56 0.127
H 2.28 4.16 1.89 0.096
O -1.42 -1.21 -0.24 -0.090
C -1.39 0.02 0.50 -0.228
C -0.02 0.25 1.12 -0.259
O 0.04 1.53 1.68 -0.054
H -1.48 -1.01 -1.18 0.038
H -1.91 0.87 0.05 0.112
H -2.09 -0.22 1.32 0.118
H 0.70 0.11 0.29 0.109
H 0.17 -0.59 1.79 0.099
H 0.94 1.71 2.00 0.044

---

Order of stability, best first: arrangement B, arrangement A

---

Arrangement A

24
Properties=species:S:1:pos:R:3:lowdin_charge:R:1 method="wB97M-V/def2-TZVPD" homo_lumo_gap_ev=9.84 smiles="COn1[nH]c(=O)n(-c2ccccc2)c1=O" homo_ev=-9.14
C -4.32 0.65 -0.02 -0.063
O -3.34 -0.03 0.75 -0.091
N -2.22 -0.35 -0.01 -0.051
N -1.91 -1.71 -0.08 0.166
C -0.56 -1.88 -0.15 -0.469
O 0.03 -2.91 -0.35 0.106
N -0.02 -0.61 0.06 0.137
C 1.37 -0.32 0.11 -0.171
C 2.25 -1.25 0.65 -0.007
C 3.60 -0.97 0.69 -0.074
C 4.08 0.23 0.20 -0.090
C 3.20 1.16 -0.33 -0.075
C 1.85 0.89 -0.39 -0.008
C -1.02 0.34 0.23 -0.412
O -0.92 1.51 0.45 0.129
H -5.13 0.84 0.68 0.093
H -4.68 0.03 -0.85 0.086
H -3.93 1.60 -0.40 0.090
H -2.58 -2.36 -0.44 0.169
H 1.87 -2.19 1.03 0.111
H 4.28 -1.70 1.11 0.105
H 5.14 0.45 0.24 0.101
H 3.57 2.10 -0.71 0.105
H 1.16 1.61 -0.80 0.112

---

Arrangement B

24
Properties=species:S:1:pos:R:3:lowdin_charge:R:1 method="wB97M-V/def2-TZVPD" homo_lumo_gap_ev=7.43 smiles="O=C1N=c2ccccc2=N1.[H]/N=C(/O)OC" homo_ev=-9.35
O -1.54 -0.67 -2.84 0.145
C -1.28 0.06 -1.94 -0.480
N 0.01 0.75 -1.56 0.168
C -0.31 1.60 -0.63 -0.227
C 0.55 2.38 0.20 -0.006
C -0.03 2.94 1.25 -0.068
C -1.42 2.97 1.51 -0.058
C -2.29 2.35 0.69 -0.010
C -1.77 1.49 -0.31 -0.237
N -2.27 0.49 -0.97 0.193
H 1.54 2.68 0.03 0.109
H 0.57 3.46 1.99 0.120
H -1.82 3.54 2.27 0.085
H -3.48 2.38 0.70 0.167
H -1.23 -2.22 0.02 0.085
N -0.47 -1.66 -0.31 0.180
C 0.68 -2.14 -0.13 -0.469
O 1.76 -1.28 -0.23 0.039
O 0.94 -3.46 0.21 -0.025
C 2.35 -3.74 0.21 -0.042
H 1.46 -0.49 -0.76 0.093
H 2.50 -4.76 0.12 0.067
H 2.76 -3.38 1.12 0.090
H 2.78 -3.30 -0.64 0.079

---

Order of stability, best first: arrangement A, arrangement B

---

Arrangement A

10
Properties=species:S:1:pos:R:3:lowdin_charge:R:1 method="wB97M-V/def2-TZVPD" homo_lumo_gap_ev=8.63 smiles="S=C[C@H]1CN1" homo_ev=-8.93
S 2.85 -0.05 -0.16 0.674
C 1.29 0.30 0.16 -0.634
C 0.12 -0.26 -0.57 -0.394
C -1.04 -0.51 0.28 -0.149
N -0.99 0.66 -0.54 0.025
H 0.88 0.98 0.87 0.047
H 0.32 -0.96 -1.36 0.128
H -1.72 -1.29 -0.08 0.114
H -0.98 -0.31 1.33 0.106
H -0.73 1.43 0.06 0.084

---

Arrangement B

10
Properties=species:S:1:pos:R:3:lowdin_charge:R:1 method="wB97M-V/def2-TZVPD" homo_lumo_gap_ev=10.18 smiles=C#CCNS homo_ev=-9.27
C 1.89 1.11 0.37 0.121
C 1.08 0.25 0.59 -0.137
C 0.12 -0.85 0.91 -0.230
N -1.38 -0.34 0.98 -0.542
S -2.25 -0.09 -0.39 0.710
H 2.51 1.84 0.10 -0.013
H 0.48 -1.48 1.79 0.130
H 0.08 -1.50 0.04 0.080
H -1.44 0.61 1.48 0.075
H -1.51 0.76 -0.99 -0.194

---

Order of stability, best first: arrangement A, arrangement B

---

Arrangement A

10
Properties=species:S:1:pos:R:3:lowdin_charge:R:1 method="wB97M-V/def2-TZVPD" homo_lumo_gap_ev=9.92 smiles=CSCC#N homo_ev=-9.18
C 0.83 -1.19 -0.57 -0.444
S -0.41 -0.13 -1.16 0.817
C -1.17 0.65 0.31 -0.417
C -0.05 1.49 0.81 -0.313
N 0.86 2.05 1.29 0.135
H 1.19 -1.41 -1.55 0.008
H 1.57 -0.54 -0.01 0.061
H 0.57 -2.06 -0.02 0.033
H -1.41 -0.06 1.03 0.062
H -1.97 1.20 -0.13 0.057

---

Arrangement B

10
Properties=species:S:1:pos:R:3:lowdin_charge:R:1 method="wB97M-V/def2-TZVPD" homo_lumo_gap_ev=8.65 homo_ev=-8.53
C 2.10 0.18 -0.40 -0.011
C 2.27 0.74 0.63 -0.008
C -1.10 -1.29 0.19 -0.376
N -1.97 0.90 -0.77 -0.414
S -1.48 0.25 0.56 0.817
H 1.89 -0.32 -1.30 0.015
H 2.45 1.25 1.54 0.010
H -1.19 -1.67 -0.81 0.015
H -0.74 -1.91 0.99 -0.006
H -2.22 1.87 -0.62 -0.042

---

Order of stability, best first: arrangement A, arrangement B

---

Arrangement A

20
Properties=species:S:1:pos:R:3:lowdin_charge:R:1 method="wB97M-V/def2-TZVPD" homo_lumo_gap_ev="2.77 / 8.62" charge=-1 homo_ev="0.98 / -4.97" spin_multiplicity=2
C 1.83 1.46 -0.79 -0.139
C 0.49 0.80 -1.00 -0.293
C -0.38 0.68 0.24 -0.529
C 0.12 0.61 1.48 -0.048
N -1.77 0.72 0.00 -0.001
H 2.41 0.89 -0.05 0.057
H 1.73 2.47 -0.40 0.067
H 2.44 1.44 -1.69 0.057
H 0.60 -0.19 -1.44 0.096
H -0.10 1.36 -1.72 0.051
H 1.19 0.64 1.57 0.029
H -0.48 0.50 2.37 0.035
H -2.01 1.10 -0.92 -0.029
H -2.28 1.13 0.78 0.009
H -2.49 -2.69 -0.53 0.013
H -1.85 -1.29 -0.47 -0.020
O -1.65 -2.24 -0.37 -0.220
H 0.17 -2.45 0.43 -0.024
H 1.20 -2.12 1.50 0.002
O 0.84 -2.86 1.01 -0.114

---

Arrangement B

20
Properties=species:S:1:pos:R:3:lowdin_charge:R:1 method="wB97M-V/def2-TZVPD" homo_lumo_gap_ev="2.86 / 6.99" charge=-1 homo_ev="0.23 / -4.00" spin_multiplicity=2
C -2.18 -0.77 -1.66 -0.159
C -0.73 -1.07 -1.33 -0.296
C 0.13 0.15 -1.12 -0.359
C 2.26 -0.82 -1.31 -0.244
N 1.41 -0.17 -0.50 -0.224
H -2.74 -1.69 -1.89 0.055
H -2.68 -0.24 -0.83 0.060
H -2.35 -0.13 -2.52 0.054
H -0.37 -1.68 -2.16 0.092
H -0.74 -1.69 -0.46 0.085
H -0.31 0.88 -0.41 0.090
H 0.38 0.69 -2.05 0.092
H 2.04 -1.24 -2.28 -0.024
H 3.29 -0.91 -1.04 -0.027
H 2.13 1.30 0.22 -0.023
H 1.90 2.62 0.98 -0.002
O 2.46 2.24 0.29 -0.155
H -2.88 -0.76 4.92 0.029
H -2.25 0.10 3.87 0.036
O -2.75 0.17 4.70 -0.080

---

Order of stability, best first: arrangement A, arrangement B